{"formula": "C10H20CuN2O10", "method": "ωB97M-V/def2-TZVPD", "orbital_gap_ev": 1.93, "total_charge": -3, "lumo_energy_ev": 4.221, "species": ["Cu", "O", "C", "C", "O", "H", "H", "H", "H", "O", "C", "C", "O", "H", "H", "H", "H", "C", "N", "O", "O", "H", "H", "H", "C", "N", "O", "O", "H", "H", "H", "O", "C", "O", "C", "C", "C", "H", "H", "H", "H", "H", "H"], "positions_angstrom": [[-0.846383, -0.249631, 1.806670], [5.685397, 2.398049, 5.336660], [6.133477, 1.854119, 4.077250], [5.270277, 0.798209, 3.255800], [3.791277, 0.908659, 3.207270], [7.171887, 1.591309, 4.279080], [6.350247, 2.777089, 3.539450], [5.495717, -0.240601, 3.496970], [5.534687, 0.802919, 2.198370], [-3.209553, -5.264961, -3.156820], [-1.903243, -4.942901, -2.748570], [-1.794153, -4.229411, -1.298860], [-2.761993, -3.311081, -0.757260], [-1.419253, -4.468051, -3.602010], [-1.420223, -5.909021, -2.602170], [-0.759723, -3.929451, -1.131340], [-1.991293, -4.913171, -0.473200], [-4.209153, 5.738749, -1.062590], [-3.498673, 4.480739, -1.671020], [-3.396013, 4.386089, -2.863810], [-3.029293, 3.667599, -0.894830], [-3.758443, 5.918959, -0.086640], [-5.271703, 5.495749, -1.069110], [-3.820623, 6.428499, -1.811850], [-4.851033, -2.882221, 5.030390], [-6.067943, -3.610291, 5.235730], [-7.171103, -3.078781, 5.164140], [-6.009813, -4.812461, 5.601200], [-5.029123, -1.977961, 4.448430], [-4.202903, -3.540141, 4.451460], [-4.513423, -2.826931, 6.065320], [2.896207, 3.576889, -4.332840], [2.748517, 2.444999, -3.944740], [1.808757, 1.569139, -4.448520], [1.994287, 0.272419, -3.825180], [3.433667, 0.286329, -3.376810], [3.748397, 1.705019, -3.033250], [1.836647, -0.641771, -4.397470], [1.287447, 0.261859, -2.995500], [4.099217, -0.183431, -4.101010], [3.463077, -0.315021, -2.468180], [4.797227, 2.000239, -3.003270], [3.388647, 1.963649, -2.037360]], "forces_ev_per_angstrom": [[0.0, -0.1, -0.1], [0.2, -1.4, -1.4], [-0.9, 2.1, 2.9], [-3.3, 0.3, -0.6], [3.0, 0.2, 0.5], [0.6, -1.6, -0.3], [-0.6, 0.2, -1.5], [0.3, -0.3, 1.0], [0.8, 0.6, -0.5], [1.1, 0.6, 0.3], [-3.6, -1.0, 0.8], [-1.9, 1.3, 0.4], [1.7, -0.3, -1.6], [0.8, 1.0, 0.1], [1.1, -0.4, 0.3], [0.6, 0.6, -0.1], [0.3, -1.7, -0.2], [1.6, -1.3, -1.3], [0.5, -0.7, 1.9], [-0.5, 0.6, -0.9], [-0.5, 0.6, 0.1], [-0.3, -0.2, -0.1], [0.2, 0.4, 0.0], [-0.9, 0.6, 0.3], [0.8, -0.3, -0.5], [-3.7, -3.3, 1.1], [1.2, 0.7, -0.4], [0.9, 2.1, -0.8], [0.0, 0.1, 0.6], [0.1, 0.1, 0.2], [0.6, 0.7, -0.3], [-1.0, -0.4, 0.2], [1.9, 0.0, -1.3], [0.5, 0.5, 0.0], [0.1, 0.4, 0.8], [0.2, -1.4, 1.5], [-1.4, 0.6, 0.2], [-0.5, 0.7, -0.8], [0.1, -0.2, 0.2], [0.0, 0.3, -0.2], [0.3, -0.3, -0.1], [-0.3, 0.3, -0.8], [-0.1, -0.3, 0.4]]}